117
Properties=species:S:1:pos:R:3:mulliken_charge:R:1 method="wB97M-V/def2-TZVPD" max_force_ha_per_bohr=0.1841 gap_ev=8.107
C 1.8153 -4.0885 1.7225 -1.09
C 0.4269 -4.4795 1.3213 0.64
O -0.3492 -4.3270 2.4806 -0.74
H 2.1752 -4.5814 2.6090 0.41
H 1.7921 -3.0270 1.9766 0.21
H 2.5338 -4.2334 0.9091 0.33
H 0.4351 -5.5976 1.3014 0.47
H -0.0829 -3.9279 0.5220 -0.62
H -0.1564 -5.0557 3.0282 0.36
C -0.5674 -1.0317 0.4502 3.42
C -0.2530 0.4216 0.7094 -2.34
O 1.1117 0.5776 0.7766 3.22
H 0.0712 -1.6918 1.0692 -0.72
H -0.5237 -1.2244 -0.6111 -0.37
H -1.6234 -1.1878 0.5407 -1.04
H -0.6814 0.9162 1.5390 0.89
H -0.6649 0.9625 -0.1734 -0.26
H 1.4339 0.2680 1.5895 -1.11
C 4.7536 0.2688 0.6167 -0.09
C 5.0666 1.6518 0.0963 0.19
O 6.2170 2.0658 0.8135 -0.63
H 5.6272 -0.3528 0.7921 0.50
H 4.0236 -0.2511 0.0611 -0.45
H 4.2600 0.4090 1.5797 -0.02
H 4.1494 2.2080 0.2889 -0.39
H 5.3689 1.6572 -0.9082 0.43
H 5.9314 2.6610 1.5266 0.35
C -2.1504 4.1442 0.4425 0.25
O -1.4707 3.1448 1.1741 -0.40
N -3.4453 4.0865 0.2063 -0.43
N -1.5441 5.1893 -0.0868 -0.48
H -4.0324 3.2941 0.5981 0.30
H -3.8029 4.6038 -0.6358 0.22
H -0.5811 5.3918 0.2505 0.28
H -2.0268 5.9451 -0.4658 0.15
C 1.1419 -0.9817 4.0470 0.46
O 2.3112 -1.0958 3.3458 -0.72
N 0.1067 -1.7254 3.7815 -0.12
N 0.9648 -0.1859 5.0863 -0.38
H 0.1546 -2.4746 3.0584 -0.10
H -0.7543 -1.6010 4.3666 0.21
H 1.9318 0.1801 5.3982 0.34
H 0.0830 0.3881 5.3348 0.19
C -4.3190 -0.7582 1.5942 0.45
O -5.2538 -1.0816 2.5422 -0.76
N -4.2506 -1.3728 0.4361 -0.32
N -3.3993 0.1508 1.8364 0.02
H -4.9150 -2.0839 0.3032 0.38
H -3.6869 -1.1120 -0.4342 0.37
H -3.3916 0.5629 2.8177 0.24
H -2.5526 0.4483 1.3416 -0.10
C -3.6020 -4.6337 0.5130 0.60
O -4.7984 -4.2888 0.0019 -0.75
N -3.1674 -5.8681 0.5654 -0.49
N -2.8360 -3.6942 0.9544 -0.09
H -3.7033 -6.5904 0.0918 0.28
H -2.4493 -6.2349 1.2136 0.25
H -3.2681 -2.7555 0.9337 -0.30
H -1.9752 -3.7409 1.5539 0.25
C 1.7733 2.6205 3.5902 0.17
O 2.3043 2.4561 4.8204 -0.79
N 2.5343 2.5206 2.5639 0.30
N 0.4779 2.7926 3.3547 0.16
H 3.5459 2.2909 2.6910 0.07
H 2.3509 2.8948 1.5524 0.17
H -0.2222 2.7598 4.1124 0.30
H 0.0152 2.5028 2.5300 -0.46
C 2.4296 1.6902 -2.6008 -0.46
O 3.5305 0.9550 -2.3135 -0.72
N 2.1525 2.2369 -3.7570 0.09
N 1.5765 1.8782 -1.6664 1.27
H 2.8348 2.2564 -4.5401 0.32
H 1.3448 2.8590 -3.9006 0.18
H 1.6096 1.3704 -0.7450 -0.69
H 0.7433 2.4904 -1.8658 -0.34
C 1.6040 4.9576 0.0438 0.17
O 2.2862 5.3573 -1.1208 -0.67
N 1.5162 3.7040 0.4351 0.12
N 0.9954 5.7704 0.8542 -0.45
H 1.5932 3.0955 -0.3312 -0.05
H 0.8502 3.3509 1.1755 0.01
H 0.9779 5.5355 1.8786 0.27
H 1.0478 6.7467 0.6202 0.27
C -1.3042 -4.3903 -2.1747 0.47
O -0.7879 -4.2144 -3.3988 -0.77
N -1.3041 -5.5224 -1.4988 -0.09
N -1.6683 -3.4074 -1.4448 0.86
H -0.9152 -6.3255 -1.9376 0.24
H -1.8579 -5.6860 -0.6979 0.25
H -1.8144 -2.5137 -1.9022 -1.01
H -2.2081 -3.5208 -0.5082 -0.08
C -0.3440 4.1562 -3.2598 0.46
O 0.0972 5.4114 -3.2022 -0.70
N -0.5787 3.4798 -2.1669 -0.15
N -0.2971 3.3995 -4.3202 -0.34
H -0.9061 4.0558 -1.3355 -0.28
H -1.1897 2.6936 -2.1349 0.26
H -0.3702 3.9304 -5.1952 0.25
H -0.5711 2.3707 -4.3065 0.23
C 2.4054 -2.1895 -0.9868 -0.63
O 3.1131 -3.1117 -1.8181 -0.66
H 2.8370 -1.9906 -0.0425 0.24
H 1.4235 -2.5422 -0.7974 0.09
H 2.2094 -1.2726 -1.4547 0.57
H 2.6012 -3.2278 -2.6632 0.33
C -3.5247 -1.3084 -3.0946 -0.92
O -2.8175 -0.6987 -1.9835 -0.51
H -4.4018 -1.7125 -2.6152 0.36
H -2.9045 -2.0687 -3.6010 0.30
H -3.8852 -0.5304 -3.7972 0.36
H -2.7408 0.2402 -2.2115 0.12
C -0.0281 -0.8026 -3.7897 -0.94
O -0.3430 0.4473 -3.3431 -0.38
H 0.9858 -0.9699 -3.5675 0.34
H -0.2029 -0.8775 -4.8635 0.25
H -0.5214 -1.5625 -3.2020 0.40
H 0.3337 0.9086 -2.8591 0.51

116
Properties=species:S:1:pos:R:3:mulliken_charge:R:1 method="wB97M-V/def2-TZVPD" max_force_ha_per_bohr=0.1751 gap_ev=8.222
C -0.1800 1.3359 0.8158 -0.09
C -0.6240 0.3078 -0.1800 1.83
O -1.0732 -0.8889 0.4735 1.10
H 0.6554 0.9493 1.3345 -0.37
H -0.9269 1.6541 1.4919 0.07
H 0.0833 2.2666 0.2555 -0.45
H 0.1948 0.1198 -0.8869 -0.38
H -1.4448 0.7551 -0.6931 -0.36
H -1.6909 -1.3338 -0.1632 -0.52
C 3.5883 0.1050 -1.9149 -0.48
C 3.6477 1.6089 -1.8755 -0.39
O 2.5678 2.0664 -1.1578 0.10
H 3.5343 -0.4376 -0.9638 -0.20
H 4.5691 -0.2436 -2.2359 0.52
H 2.8141 -0.2690 -2.5985 -0.02
H 3.6554 2.0201 -2.8820 0.68
H 4.5832 1.7904 -1.4104 0.36
H 2.6758 1.7100 -0.2914 -0.51
C -2.9145 0.6549 -3.1146 0.13
O -1.9007 -0.2457 -2.9804 -0.44
N -2.8084 1.9641 -3.0785 -0.34
N -4.1699 0.2887 -3.1888 -0.35
H -1.9252 2.5158 -2.9236 0.34
H -3.5924 2.5841 -3.3536 0.33
H -4.3922 -0.7162 -2.9801 0.28
H -4.9251 0.8690 -3.1959 0.17
C 1.6942 0.5281 4.5747 0.20
O 1.6479 1.3042 3.4473 -0.44
N 0.7597 0.5297 5.5218 -0.36
N 2.7896 -0.1697 4.7897 -0.37
H -0.1594 0.9349 5.2714 0.27
H 0.7825 -0.2660 6.1583 0.22
H 3.4985 -0.0655 4.1010 0.23
H 3.0182 -0.7900 5.6224 0.20
C 0.4449 3.9706 -3.0378 0.35
O -0.3912 3.0298 -2.4335 -0.34
N 0.0953 4.7779 -3.9908 -0.48
N 1.7017 4.0390 -2.8010 -0.16
H -0.8741 4.4683 -4.2872 0.27
H 0.6977 5.2226 -4.6015 0.16
H 2.0686 3.3369 -2.1551 0.16
H 2.3158 4.8190 -3.1609 0.25
C 4.5539 0.8954 1.2864 0.37
O 5.7492 1.3591 0.8611 -0.84
N 4.3333 -0.3478 1.6333 -0.16
N 3.5743 1.6751 1.5264 0.24
H 5.0936 -1.0228 1.5133 0.30
H 3.4173 -0.7281 1.5976 0.04
H 3.7091 2.6931 1.3612 0.28
H 2.7579 1.2820 2.0043 -0.18
C -0.1337 -5.3328 0.6305 0.32
O -0.9299 -5.3095 1.7372 -0.81
N 0.9066 -6.0988 0.5709 -0.27
N -0.4402 -4.5417 -0.3799 0.32
H 0.9382 -6.9487 1.1830 0.30
H 1.6681 -6.0880 -0.1817 0.22
H -1.1946 -3.8954 -0.2822 -0.41
H 0.2586 -4.3057 -1.1599 0.27
C -3.4063 -2.9180 -1.9365 -0.03
O -2.3332 -2.6487 -1.1212 -0.20
N -4.4791 -2.2126 -1.9014 -0.79
N -3.5416 -3.9783 -2.5907 -0.35
H -4.4667 -1.5810 -1.0842 0.29
H -5.4535 -2.5396 -2.1493 0.25
H -2.8962 -4.7003 -2.2772 0.30
H -4.4433 -4.3087 -2.9611 0.23
C -3.3001 2.6865 0.5489 0.46
O -3.7316 2.1981 1.8265 -0.71
N -2.6485 3.7934 0.3131 -0.29
N -3.6414 2.0808 -0.5496 -0.22
H -2.1782 4.3285 1.0937 0.28
H -2.2802 4.0918 -0.5991 0.18
H -4.0697 1.1354 -0.4182 0.12
H -3.2783 2.2516 -1.5038 0.23
C 0.9171 -2.6620 -2.5525 0.46
O 0.7463 -4.0529 -2.6604 -0.60
H 0.6971 -2.2836 -1.5641 -0.90
H 0.3120 -2.1360 -3.3042 0.14
H 1.9916 -2.4799 -2.7185 0.43
H 0.8959 -4.2825 -3.6038 0.40
C -0.9286 3.0080 4.2216 -0.47
O -1.3520 1.6997 3.9673 -0.44
H -0.4317 3.4025 3.3740 -0.15
H -0.2550 3.1909 5.1323 0.25
H -1.9141 3.4876 4.4375 0.44
H -2.2898 1.6832 3.7853 0.24
C 0.7759 0.5884 -3.8654 0.71
O 1.0360 -0.4162 -4.8664 -0.63
H 1.5198 1.3586 -3.7504 0.26
H 0.7306 0.1693 -2.8648 -0.85
H -0.1872 1.0259 -4.1907 0.17
H 0.2314 -0.7349 -5.2177 0.36
C 2.2814 -2.5700 0.6647 -0.85
O 1.6894 -1.4534 1.2375 0.06
H 2.4902 -2.3328 -0.3485 0.25
H 1.5933 -3.3936 0.6181 -0.06
H 3.1598 -2.8129 1.3169 0.48
H 0.8055 -1.3795 0.8832 -0.20
C 1.9295 4.7000 1.4806 -0.47
O 3.2192 4.2781 1.0421 -0.63
H 1.1192 4.5106 0.8201 0.11
H 1.9306 5.7535 1.7429 0.45
H 1.7031 4.1986 2.4284 0.11
H 3.3262 4.5452 0.0764 0.29
C -3.4873 -3.4384 1.6716 -0.09
O -3.6315 -4.8501 1.4322 -0.63
H -3.5167 -3.2656 2.7687 0.32
H -4.3240 -2.9359 1.1875 0.20
H -2.5909 -3.0749 1.2496 -0.20
H -2.7357 -5.1321 1.3665 0.43
C -0.7824 -1.8696 3.7177 0.25
O -1.8056 -1.0997 3.1097 -0.52
H -0.8239 -2.9015 3.4044 0.15
H -0.7956 -1.8779 4.8116 0.31
H 0.1357 -1.3898 3.4228 -0.50
H -1.5896 -0.8392 2.2233 0.02

38
Properties=species:S:1:pos:R:3:mulliken_spin:R:1 method="wB97M-V/def2-TZVPD" spin_multiplicity=2 max_force_ha_per_bohr=0.1184 charge=-4 gap_ev="6.437 / 6.436" s2=0.771
O 1.6023 -1.6377 -1.4624 -0.19
V 0.6743 -0.6940 -0.6193 1.17
C -1.9028 1.4673 2.0149 0.00
C -2.5419 1.0075 3.1198 0.00
C -2.5397 -0.4706 3.4668 0.00
O -3.0195 -0.8495 4.6279 0.01
C -1.9580 -1.4554 2.7517 0.00
C -1.0632 -1.0349 1.6914 -0.01
C -1.1484 0.5131 1.2474 0.00
O -0.5022 0.8310 0.2525 0.00
O -0.1452 -1.6444 1.1425 0.01
O -3.0451 1.9720 3.8660 0.00
H -1.8538 2.5120 1.7456 0.00
H -1.9999 -2.4724 3.1127 0.00
C -1.7227 0.0852 -4.4218 0.00
C -3.0340 -0.3066 -4.6365 0.00
C -3.6336 -1.4215 -3.8284 0.00
O -4.8069 -1.9587 -3.9884 0.00
C -3.0282 -1.9706 -2.7254 0.00
C -1.7345 -1.5668 -2.3034 0.00
C -1.0420 -0.3457 -3.1591 -0.01
O -0.0045 0.0800 -2.7193 0.00
O -0.9823 -1.9627 -1.4195 0.00
O -3.5412 0.3158 -5.7229 0.00
H -1.3001 0.8789 -5.0199 0.00
H -3.6537 -2.6432 -2.1573 0.00
C 4.3556 -0.0959 2.1467 0.00
C 4.9740 1.1268 2.3559 0.00
C 4.7004 2.2544 1.4185 0.00
O 5.4112 3.3594 1.4037 0.00
C 3.7951 2.1938 0.3616 0.00
C 2.9992 0.9936 0.1946 -0.01
C 3.2887 -0.1478 1.1434 0.00
O 2.5846 -1.0511 0.8611 0.01
O 2.0015 0.9163 -0.6271 0.00
O 5.7394 1.1576 3.4010 0.00
H 4.4485 -0.9028 2.8584 0.00
H 3.6286 2.9675 -0.3733 0.00

136
Properties=species:S:1:pos:R:3:mulliken_charge:R:1 method="wB97M-V/def2-TZVPD" max_force_ha_per_bohr=0.0916 charge=+1 gap_ev=5.966
C 5.8088 -4.1585 0.8053 -1.14
C 6.0039 -2.5692 0.6389 -0.17
O 4.6928 -2.0217 0.2716 -0.30
P 4.8847 -0.3093 0.3799 0.91
O 4.7913 0.0078 1.8891 -0.75
C 3.5102 0.5521 -0.5848 -0.08
C 2.3606 0.9002 0.5013 -1.41
C 1.1242 1.7066 -0.1029 0.56
C -0.0546 0.7947 -0.6819 0.42
C -0.1726 -0.7395 -0.2124 -1.78
C -1.6389 -1.0979 -0.8700 1.23
B -2.2395 -2.4002 -0.0949 0.50
O -2.1588 -2.3593 1.3697 -0.49
N -2.7880 -3.5698 -0.8471 -0.28
C -4.2972 -3.5054 -0.7545 -0.72
C -2.4096 -4.8532 -0.1687 -1.04
C -2.3780 0.2905 -0.5873 -0.12
C -3.5914 0.7688 -1.5105 -0.81
C -3.9770 -0.2362 -2.6859 -0.12
C -2.8825 -0.2978 -3.8531 0.45
F -2.0689 0.8301 -4.1360 -0.42
C -2.7778 -1.5643 -4.5335 0.00
F -3.4445 -1.9087 -5.7012 -0.21
F -1.9500 -2.5699 -4.0014 -0.09
N -1.3629 1.3307 -0.1561 0.63
N -1.6576 2.7037 -0.3107 -0.98
C -2.4362 3.0482 0.6835 0.32
S -3.7956 3.5418 1.4790 -0.03
O 6.4471 0.1321 -0.0992 -0.48
C 6.5434 0.4550 -1.5160 -0.07
C 6.4245 -0.8472 -2.4764 -0.09
H 5.6907 -4.5592 -0.2613 0.27
H 4.9020 -4.3876 1.4502 0.27
H 6.7236 -4.6411 1.2961 0.34
H 6.7796 -2.4353 -0.1789 0.18
H 6.3558 -2.1155 1.6231 0.39
H 3.0969 -0.1794 -1.3443 0.19
H 3.8446 1.4987 -1.1058 0.17
H 2.0859 -0.0286 1.0872 0.36
H 2.8750 1.6076 1.2438 0.54
H 1.4719 2.4562 -0.8987 -0.09
H 0.7214 2.3647 0.7516 -0.12
H 0.0695 0.8497 -1.8132 -0.17
H 0.6788 -1.2096 -0.8195 0.44
H -0.0340 -0.9649 0.8921 0.35
H -1.3261 -1.3773 -1.9213 -0.18
H -3.0277 -2.0016 1.6492 0.30
H -4.6918 -3.5895 -1.8307 0.22
H -4.7463 -4.2957 -0.0814 0.15
H -4.5551 -2.4323 -0.4325 0.37
H -1.3145 -5.1269 -0.2562 0.28
H -2.9927 -5.6885 -0.7175 0.46
H -2.7503 -4.8474 0.9267 0.21
H -2.9199 0.0627 0.4024 0.22
H -3.4612 1.8005 -1.9711 0.40
H -4.5202 0.8518 -0.8413 0.37
H -4.9060 0.2056 -3.1981 0.51
H -4.2862 -1.2710 -2.3341 -0.12
H -1.2629 1.1116 0.8565 0.75
H 7.6127 0.8329 -1.6808 0.39
H 5.8475 1.2869 -1.8680 0.14
H 5.6031 -1.5585 -2.1434 0.18
H 7.3951 -1.4521 -2.4566 0.33
H 6.1595 -0.4909 -3.5331 -0.40
O -0.8214 -5.7739 2.1499 -0.74
H 0.1281 -5.6503 2.0204 0.35
H -1.1776 -4.8753 2.1445 0.33
O 1.5766 3.4253 -2.7804 -0.54
H 0.6527 3.1722 -2.8997 0.22
H 1.6751 4.2158 -3.3314 0.23
O 5.6854 3.3742 -1.2815 -0.61
H 5.8037 3.4409 -0.3250 0.33
H 4.7605 3.6121 -1.4192 0.27
O 2.3102 0.6313 -3.3778 -0.31
H 1.7422 1.3960 -3.5319 0.20
H 2.6044 0.3742 -4.2628 0.21
O 5.9504 -0.7979 -5.6048 -0.64
H 6.3998 -0.3618 -6.3401 0.27
H 6.0999 -1.7378 -5.7635 0.25
O -3.0330 -7.7232 -1.5704 -0.68
H -2.5853 -7.4758 -2.3884 0.32
H -2.3419 -8.1429 -1.0438 0.33
O -0.2040 4.0184 2.7011 -0.41
H -0.4866 3.7512 3.5861 0.34
H -1.0226 4.0563 2.1964 0.19
O 1.5642 6.5306 -2.6650 -0.62
H 1.7109 6.5979 -1.7137 0.32
H 0.6358 6.7678 -2.7752 0.31
O -0.6316 1.5326 3.7609 -0.64
H -0.3164 0.9791 4.4871 0.31
H 0.1514 1.6644 3.2094 0.32
O 2.9836 4.0790 2.7740 -0.61
H 3.1608 4.1465 3.7192 0.29
H 2.0535 4.3233 2.6903 0.31
O -0.7910 -5.6707 5.1395 -0.59
H -0.3510 -4.8337 5.3464 0.28
H -0.7972 -5.6985 4.1707 0.28
O 0.9488 -7.4745 7.0703 -0.63
H 0.1893 -6.9048 6.8889 0.32
H 0.6550 -8.3518 6.7993 0.32
O -2.3199 6.5242 1.8048 -0.60
H -3.0646 7.1259 1.6484 0.30
H -2.6556 5.6609 1.5410 0.25
O -3.8802 9.0565 1.8802 -0.65
H -3.7115 9.1357 2.8262 0.30
H -4.8115 9.3008 1.7879 0.33
O 5.9194 2.0444 -4.8977 -0.58
H 6.3680 2.4852 -5.6285 0.28
H 6.0717 1.1029 -5.0592 0.33
O 0.1094 -2.4910 5.7385 -0.64
H 0.2455 -2.4034 6.6910 0.34
H -0.8259 -2.2909 5.6184 0.30
O 2.9094 -2.0962 -5.2573 -0.59
H 2.5825 -2.3653 -4.3903 0.30
H 2.1178 -2.0683 -5.8079 0.30
O -6.7064 5.5309 0.1592 -0.60
H -6.2761 5.7671 -0.6746 0.33
H -6.0136 5.0934 0.6647 0.25
O -3.2602 3.1677 -5.2787 -0.62
H -2.5396 3.7661 -5.5069 0.31
H -2.8154 2.3464 -5.0299 0.35
O -6.7185 5.3709 -3.0946 -0.62
H -7.1842 4.5276 -3.1377 0.31
H -6.1652 5.3732 -3.8850 0.32
O -5.9032 -5.1782 1.4836 -0.62
H -6.5636 -5.2171 2.1855 0.28
H -5.7645 -6.1026 1.2418 0.31
O -6.6134 9.9987 3.1519 -0.61
H -6.4453 10.0778 4.0981 0.30
H -7.5417 10.2421 3.0583 0.31
O 2.3293 -4.7934 6.2607 -0.63
H 1.5677 -4.2282 6.0805 0.30
H 2.0351 -5.6727 5.9895 0.33
O -1.4700 -3.6410 7.6268 -0.58
H -2.0874 -3.8281 8.3439 0.29
H -1.4423 -4.4634 7.1201 0.34